[1]
The following is a DFT calculation (the ωB97M-V functional and the def2-TZVPD basis) of a single CH3IOS2 molecule.

Calculated total energy (eV): -32903.102
M (u): 222.07
Lowest unoccupied orbital energy (eV): -1.5
Kohn-Sham gap (hartree): 0.302
Energy above the lowest of the compared OMol25 structures with the same formula, charge and spin (eV): 0.717

Positions of all 8 atoms, in Å:
I (1.1401, 0.6742, -2.4934)
S (-1.3555, -0.5533, -0.1800)
S (-0.8909, 1.1993, -1.1451)
O (-0.3361, 2.2950, -0.0831)
C (0.1507, -0.8478, 0.7985)
H (-0.1696, -0.9495, 1.8717)
H (0.7994, -0.0054, 0.6606)
H (0.6620, -1.8125, 0.5707)

Cartesian forces (eV/Å) of the 3 atoms listed first:
I -0.3 -0.1 0.2
S 0.5 -0.2 0.0
S 2.0 3.9 3.1


[2]
The following is a DFT calculation (the ωB97M-V functional and the def2-TZVPD basis) of a molecular structure, CH3LiOTl.

Calculated total energy (eV): -8025.870
M (u): 242.36
⟨S²⟩: 0.767
Lowest unoccupied orbital energy (alpha / beta) (eV): -0.5 / -0.6
2S+1: 2
Kohn-Sham gap (alpha / beta) (hartree): 0.181 / 0.198
Energy above the lowest of the compared OMol25 structures with the same formula, charge and spin (eV): 0.000

Positions of all 7 atoms, in Å:
Tl (-0.7984, -0.5589, 1.5903)
O (0.3503, 0.2918, -1.4018)
C (-0.5954, 0.6981, -0.6533)
Li (1.3649, -1.6789, -1.7762)
H (1.7722, -0.4711, -1.2205)
H (-0.4087, 1.5937, -0.0591)
H (-1.6172, 0.4530, -0.9445)

Cartesian forces (eV/Å) of the 3 atoms listed first:
Tl 0.2 0.0 -0.2
O -0.8 0.7 -1.7
C 0.1 -0.6 0.7


[3]
The following is a DFT calculation (the ωB97M-V functional and the def2-TZVPD basis) of 2 unconnected molecules or ions with the total composition CH3N2O.

Calculated total energy (eV): -6104.224
M (u): 59.05
Lowest unoccupied orbital energy (eV): -6.2
Total charge: +1
Kohn-Sham gap (hartree): 0.502
Energy above the lowest of the compared OMol25 structures with the same formula, charge and spin (eV): 0.559

Positions of all 7 atoms, in Å:
O (0.3833, -0.7512, 1.1774)
N (0.4521, 0.8450, -1.0740)
N (0.8004, 1.4400, -1.8899)
C (-0.4609, -0.5419, 0.2949)
H (0.3370, 0.0105, 1.7268)
H (-1.0192, 0.3949, 0.2333)
H (-0.4926, -1.3973, -0.4686)

Cartesian forces (eV/Å) of the 3 atoms listed first:
O 0.1 -0.7 0.2
N -0.3 -1.5 1.6
N 1.2 2.1 -2.7


[4]
The following is a DFT calculation (the ωB97M-V functional and the def2-TZVPD basis) of 2 unconnected molecules or ions with the total composition CH3N2O2.

Calculated total energy (eV): -8157.529
M (u): 75.05
Lowest unoccupied orbital energy (eV): 4.7
Total charge: -1
Kohn-Sham gap (hartree): 0.315
Energy above the lowest of the compared OMol25 structures with the same formula, charge and spin (eV): 3.988

Positions of all 8 atoms, in Å:
O (1.9073, 0.1214, 2.4418)
O (-1.4463, 0.1775, -1.2481)
N (-0.4280, -0.8109, -1.2308)
N (1.1818, 0.5381, 1.4812)
C (0.3882, 0.9784, 0.7109)
H (0.3544, -0.3026, -0.7462)
H (-1.2465, 0.9134, -0.6906)
H (-0.7110, -1.6154, -0.7182)

Cartesian forces (eV/Å) of the 3 atoms listed first:
O -0.2 0.1 -0.8
O -1.8 -1.5 -1.7
N 1.7 1.8 -1.0


[5]
The following is a DFT calculation (the ωB97M-V functional and the def2-TZVPD basis) of a gas-phase ion, CH3N2O2 (charge +1).

Calculated total energy (eV): -8147.634
M (u): 75.05
Lowest unoccupied orbital energy (eV): -7.6
Total charge: +1
Kohn-Sham gap (hartree): 0.320
Energy above the lowest of the compared OMol25 structures with the same formula, charge and spin (eV): 3.500

Positions of all 8 atoms, in Å:
O (-2.0149, 1.0866, -0.0073)
O (-2.0248, -1.0766, -0.0120)
N (-0.8101, 1.1202, 0.0346)
N (-0.8218, -1.1159, 0.0370)
C (-0.0820, 0.0000, 0.1880)
H (-0.3096, -2.0119, -0.1425)
H (0.9888, -0.0036, 0.2862)
H (-0.3004, 2.0145, -0.1633)

Cartesian forces (eV/Å) of the 3 atoms listed first:
O -0.2 2.0 -0.1
O -0.3 -2.0 -0.1
N 0.5 0.2 -0.1


[6]
The following is a DFT calculation (the ωB97M-V functional and the def2-TZVPD basis) of 2 unconnected molecules or ions with the total composition CH3N2O2.

Calculated total energy (eV): -8146.286
M (u): 75.05
Lowest unoccupied orbital energy (eV): -6.7
Total charge: +1
Kohn-Sham gap (hartree): 0.392
Energy above the lowest of the compared OMol25 structures with the same formula, charge and spin (eV): 4.848

Positions of all 8 atoms, in Å:
O (1.3614, -0.4545, 1.6674)
O (0.3302, -1.7375, 0.2061)
N (-0.1981, 0.6491, -1.0057)
N (0.6051, -0.7156, 0.7907)
C (-0.2564, 0.1922, 0.1817)
H (-1.5636, 0.4952, 1.1713)
H (-0.8549, 1.3158, -1.4685)
H (0.5762, 0.2553, -1.5430)

Cartesian forces (eV/Å) of the 3 atoms listed first:
O 0.0 0.0 0.1
O 0.3 -1.8 0.1
N 0.7 -0.3 0.1


[7]
The following is a DFT calculation (the ωB97M-V functional and the def2-TZVPD basis) of a single CH3N2O2P molecule.

Calculated total energy (eV): -17443.588
M (u): 106.02
Lowest unoccupied orbital energy (alpha / beta) (eV): -0.5 / -0.5
Kohn-Sham gap (alpha / beta) (hartree): 0.310 / 0.310
Energy above the lowest of the compared OMol25 structures with the same formula, charge and spin (eV): 7.168

Positions of all 9 atoms, in Å:
P (-1.3821, 1.3527, 0.0271)
O (-0.5172, -1.0551, -0.8563)
O (-1.8155, -1.0793, 0.5080)
N (-2.0835, 0.0991, 0.6517)
N (-0.0691, 0.1375, -0.7000)
C (1.2554, 0.1597, -0.0084)
H (1.2595, -0.2839, 0.9801)
H (1.4362, 1.2983, -0.0229)
H (1.9162, -0.6290, -0.5793)

Cartesian forces (eV/Å) of the 3 atoms listed first:
P 1.0 0.1 -1.2
O 0.1 2.0 0.0
O -1.2 -1.0 0.8


[8]
The following is a DFT calculation (the ωB97M-V functional and the def2-TZVPD basis) of 2 unconnected molecules or ions with the total composition CH3N2O2S.

Calculated total energy (eV): -18992.086
M (u): 107.11
Lowest unoccupied orbital energy (alpha / beta) (eV): 4.2 / 4.1
Total charge: -1
Kohn-Sham gap (alpha / beta) (hartree): 0.330 / 0.320
Energy above the lowest of the compared OMol25 structures with the same formula, charge and spin (eV): 5.211

Positions of all 9 atoms, in Å:
S (-0.5462, 0.5594, 1.0047)
O (-0.8072, 0.4966, 2.4361)
O (0.7946, 0.9704, 0.5602)
N (-1.2814, -0.6299, 0.4139)
N (-0.3564, -0.6489, -1.6657)
C (0.7883, -0.8455, -1.2254)
H (1.5743, -0.5036, -1.9431)
H (0.9859, -1.2894, -0.2594)
H (-1.1518, 1.8909, 0.6788)

Cartesian forces (eV/Å) of the 3 atoms listed first:
S -0.5 4.6 0.3
O 0.4 -0.2 0.5
O -0.1 -1.0 0.4


[9]
The following is a DFT calculation (the ωB97M-V functional and the def2-TZVPD basis) of a single CH3N2OPS molecule.

Calculated total energy (eV): -26236.485
M (u): 122.09
Lowest unoccupied orbital energy (eV): -0.4
Kohn-Sham gap (hartree): 0.363
Energy above the lowest of the compared OMol25 structures with the same formula, charge and spin (eV): 1.909

Positions of all 9 atoms, in Å:
S (2.2154, -0.9953, 1.6437)
P (0.7842, 0.0860, 0.9196)
O (1.2077, 1.2191, -0.7912)
N (-0.7614, -0.5152, 0.7819)
N (0.2851, 2.7380, 2.0159)
C (0.5107, 1.6611, 1.6887)
H (-1.5190, -0.0823, 0.0809)
H (0.4596, 1.8069, -0.5534)
H (-0.8927, -1.5450, 0.9100)

Cartesian forces (eV/Å) of the 3 atoms listed first:
S -1.3 0.7 -0.7
P 1.3 1.3 -2.7
O -1.7 -2.5 3.7


[10]
The following is a DFT calculation (the ωB97M-V functional and the def2-TZVPD basis) of 2 unconnected molecules or ions with the total composition CH3N3O2Si.

Calculated total energy (eV): -17521.620
M (u): 117.14
Lowest unoccupied orbital energy (alpha / beta) (eV): -1.5 / -0.8
Kohn-Sham gap (alpha / beta) (hartree): 0.356 / 0.260
Energy above the lowest of the compared OMol25 structures with the same formula, charge and spin (eV): 5.000

Positions of all 10 atoms, in Å:
Si (-0.0386, 0.2979, 0.4674)
O (0.2291, -2.1598, 0.1975)
O (1.8699, -1.1275, -0.7597)
N (1.7139, 2.3981, -0.6278)
N (0.8184, -1.1274, -0.1585)
N (-1.5800, -0.1188, 1.0199)
C (0.9152, 1.7418, -0.1294)
H (-2.0543, 0.4612, 1.8052)
H (-0.2962, 0.7896, -2.9665)
H (-1.5773, -1.1550, 1.1519)

Cartesian forces (eV/Å) of the 3 atoms listed first:
Si 1.3 0.7 0.5
O -0.2 -0.3 0.0
O 0.1 0.3 -0.1


[11]
The following is a DFT calculation (the ωB97M-V functional and the def2-TZVPD basis) of a single CH3N3O3 molecule.

Calculated total energy (eV): -11692.960
M (u): 105.05
Lowest unoccupied orbital energy (eV): 0.7
Kohn-Sham gap (hartree): 0.407
Energy above the lowest of the compared OMol25 structures with the same formula, charge and spin (eV): 2.923

Positions of all 10 atoms, in Å:
O (0.5177, -0.7939, -1.6732)
O (-1.0014, 0.3565, 0.1000)
O (-0.8106, 2.5636, 0.4310)
N (1.6048, -1.6743, 0.0823)
N (0.3114, -0.0592, 0.4771)
N (0.8394, -0.9045, -0.5169)
C (-1.4611, 1.6203, 0.2175)
H (-2.5807, 1.6747, 0.0542)
H (2.0988, -2.3198, -0.5441)
H (0.4816, -0.4635, 1.3721)

Cartesian forces (eV/Å) of the 3 atoms listed first:
O -0.1 0.3 -0.5
O -0.4 -2.8 0.7
O 1.2 1.8 0.6


[12]
The following is a DFT calculation (the ωB97M-V functional and the def2-TZVPD basis) of 2 unconnected molecules or ions with the total composition CH3N3S.

Calculated total energy (eV): -16388.113
M (u): 89.12
Lowest unoccupied orbital energy (eV): 0.3
Kohn-Sham gap (hartree): 0.297
Energy above the lowest of the compared OMol25 structures with the same formula, charge and spin (eV): 1.166

Positions of all 8 atoms, in Å:
S (2.9013, -0.7540, -0.0227)
N (1.7202, 0.1256, 0.5012)
N (-1.4282, -0.8322, -0.3843)
N (0.9469, 0.7912, -0.2109)
C (-2.1344, -1.5056, 0.1966)
H (0.2290, 1.2083, 0.3366)
H (-2.8322, -2.3693, 0.4733)
H (0.5998, 0.3608, -1.0565)

Cartesian forces (eV/Å) of the 3 atoms listed first:
S 0.4 -0.9 -0.8
N 2.3 -0.5 3.2
N 0.7 1.0 -0.3